[1]
Below is a 3-piece molecular cluster, C6H17NO overall in a non-equilibrium geometry, with properties calculated with ωB97M-V/def2-TZVPD.

The geometry in XYZ format:
```
25
Properties=species:S:1:pos:R:3
H 0.4361 -2.1447 -0.1901
H 2.1854 1.3502 1.5701
C -0.5729 2.5074 -0.3987
H 1.6283 0.2866 0.2518
H 0.0224 2.2720 0.4728
C -1.0224 1.2236 -1.0978
C 0.1654 0.4649 -1.6213
H 1.2465 -0.1029 1.9677
H 0.0173 3.1306 -1.0657
C -1.8872 0.3635 -0.1835
H -2.2147 -0.5251 -0.7159
H 1.4264 -2.6966 1.2669
H -1.6152 1.5112 -1.9793
H -1.3119 0.0597 0.6847
H 0.8980 -1.1997 -2.2657
H -1.3358 -2.1616 1.2895
N 0.1448 -0.8040 -1.7067
C 2.0077 0.3111 1.3154
O -0.4701 -2.1778 1.7092
H -2.7584 0.9179 0.1507
H -1.4328 3.0745 -0.0698
C 0.4460 -2.7329 0.7943
H 0.8641 1.0983 -2.1890
H 0.2024 -3.7771 0.5658
H 2.9307 -0.2489 1.4445
```

Properties
- lowest unoccupied orbital energy (eV) = 0.94
- HOMO-LUMO gap (Eh) = 0.3873
- SMILES = [H]/N=C/C(C)C.CO.C
- HOMO level (eV) = -9.598

[2]
Below is a 6-piece molecular cluster, C27H67BNO7 overall, with properties calculated with ωB97M-V/def2-TZVPD.

The geometry in XYZ format:
```
103
Properties=species:S:1:pos:R:3
H 2.4203 2.5505 -2.2504
C -1.9157 1.1884 -0.9138
H -5.0182 0.1954 -4.1756
H 4.7347 -1.4478 2.9070
H 4.9401 2.6007 3.9406
H -3.7598 4.4276 1.5411
H 0.0067 -3.4116 -5.0200
H -5.0562 3.4388 -0.2827
H -2.6319 0.4319 -1.2418
H -3.2387 5.1555 0.0092
H 7.7387 -0.5081 4.6847
H 3.2073 -0.2006 4.5307
H -0.9067 0.8408 -1.1394
H -7.2179 -2.7986 -2.9966
C -2.1904 2.5126 -1.6016
C -3.2651 4.2318 0.5888
H 3.4260 -3.9076 -3.5932
H -4.6282 0.7958 5.0305
H 1.1287 1.9728 -4.3394
H 4.9238 -3.2785 -4.2509
H -5.5769 0.1779 1.3008
H -1.9981 1.2723 0.1711
C -7.0090 -3.1739 -1.9935
H -3.6249 -1.5681 -3.1915
H -4.8591 0.4946 -2.4344
H 3.2526 -5.5203 -5.5110
H 4.8155 -5.6792 -4.7142
O 6.7259 1.0856 3.0722
H -6.5039 -4.1353 -2.0953
H -7.2385 0.1601 1.9240
H 0.7089 2.3077 -1.9464
H -6.3534 -0.1742 -3.0876
O 3.3049 -2.7061 -5.2775
H 1.9366 0.7520 3.7036
H 2.9496 -0.5795 -2.3083
H 2.3632 0.7591 -4.0061
C 6.7637 -0.9402 4.4835
H -6.1883 2.4437 1.9886
C 1.6261 1.7953 -2.2442
C -6.1515 -2.2070 -1.1932
N 6.1366 -1.3935 5.7381
C 3.0285 0.0369 -1.4035
C -5.4026 1.2533 5.6477
H -2.2353 3.9431 0.8035
H 6.8516 -1.8017 3.8299
C 5.0134 -0.3980 2.6821
H 8.0221 -0.4291 1.9872
H 7.3397 1.0988 0.8687
H 6.0758 -0.6073 6.3763
C 4.1895 -5.0028 -5.2964
H -5.4316 0.7136 6.5946
C -6.1916 0.3116 2.1921
H -7.9649 -3.3305 -1.4927
H 3.0299 -0.6458 -0.5545
H -6.6361 -1.2255 -1.1296
C 3.9630 -3.7114 -4.5276
C 2.7080 -0.0056 3.5855
H -5.9128 -0.4669 2.9040
O -3.5391 2.9407 -1.4899
H -5.1081 2.2854 5.8409
H 5.1717 0.1534 -1.3826
H -2.0091 2.4142 -2.6730
C 1.0152 -3.3156 -4.6157
H 1.6759 -2.1407 -6.2851
O 1.8554 0.8293 -1.2437
H -7.5225 1.5852 5.6653
C 4.3193 0.8303 -1.4049
H 3.1703 2.6841 4.1211
H -5.1397 -2.2806 -3.7171
C 2.0036 -3.0217 -5.7319
H -1.5078 3.2881 -1.2361
H 2.0334 -3.8517 -6.4484
C 4.0027 2.7608 3.4253
H 1.2530 -4.2444 -4.0949
H 1.0263 -2.5108 -3.8793
H 4.0117 3.7961 3.0813
O 5.7999 -0.4069 1.5213
H 4.3757 1.4710 -0.5253
O -4.8287 -2.0778 -1.6761
C 5.9561 0.1676 3.7667
C -4.6978 -1.5817 -2.9970
C -4.0094 3.1492 -0.1745
C 3.6945 0.3488 2.4666
H 4.6834 -4.7982 -6.2475
H 3.2914 -0.0686 1.5446
C -5.9875 1.7046 2.7650
C 3.8295 1.8537 2.2150
H 5.1873 -1.6777 5.5153
H 2.1982 -0.9311 3.3188
H 2.9197 2.1761 1.6996
H -3.9984 2.2055 0.3849
H -4.9455 1.8462 3.0739
H 0.6808 0.4170 -3.6067
H 4.6452 2.0389 1.5208
C -5.2660 -0.1857 -3.1846
H -6.0484 -2.5736 -0.1714
H 4.4107 1.4629 -2.2927
B 7.0773 0.3503 1.8100
H -7.0425 0.1736 4.7392
C -6.7656 1.2072 4.9772
O -6.8681 2.0260 3.8271
H 5.3328 0.6049 4.5570
C 1.4396 1.2024 -3.6314
```

Properties
- lowest unoccupied orbital energy (eV) = 2.00
- HOMO-LUMO gap (Eh) = 0.2181
- HOMO level (eV) = -3.930
- net charge = -1

[3]
Below is C4H7N2O as an isolated structure in a non-equilibrium geometry, with properties calculated with ωB97M-V/def2-TZVPD.

The geometry in XYZ format:
```
14
Properties=species:S:1:pos:R:3
H 2.0346 1.5249 0.2102
N 2.0835 -0.6092 0.0204
H 1.1631 -2.3443 0.2661
H -2.2923 0.9953 -0.5786
H 2.9453 -0.8639 0.4278
C 1.7182 0.7216 -0.3794
H -2.6357 1.0301 1.0092
C -0.0533 -0.4154 0.2048
N -1.8680 -0.7645 0.2475
C 0.9604 -1.3120 0.1581
H 1.9005 0.9118 -1.4195
C -2.6238 0.3440 0.2137
H -3.6505 0.0272 -0.0763
O 0.3180 0.7547 -0.3040
```

Properties
- lowest unoccupied orbital energy (alpha / beta) (eV) = -3.73 / -6.72
- <S²> = 2.01
- HOMO-LUMO gap (alpha / beta) (Eh) = 0.3601 / 0.2902
- multiplicity = 3
- HOMO level (alpha / beta) (eV) = -13.530 / -14.613
- net charge = +1